DFT (ωB97M-V with the def2-TZVPD basis set) results for a structure of composition C35H29AuF3N2O2P2S.

Computed properties:
Spin multiplicity: 3
Energy above the lowest of the compared OMol25 structures with the same formula, charge and spin: 97.67 kJ/mol
⟨S²⟩: 2.016
Calculated total energy: -85089.9875 eV
Charge: +1

```
75
Properties=species:S:1:pos:R:3:lowdin_charge:R:1
Au 0.860 1.039 0.878 0.766
F 4.908 -0.958 5.435 0.116
C 3.660 -0.681 4.964 -0.631
F 3.175 0.316 5.703 0.160
F 2.905 -1.742 5.125 0.172
C 3.823 -0.152 3.581 -0.103
C 5.086 0.002 3.016 0.010
C 5.291 0.687 1.842 -0.028
C 4.161 1.270 1.295 -0.054
N 2.860 0.986 1.699 -0.092
C 2.699 0.291 2.825 -0.661
S 0.984 -0.100 3.109 0.583
H 5.870 -0.476 3.552 0.120
H 6.271 0.756 1.361 0.124
H 4.153 1.757 0.368 0.086
C -1.802 -0.722 -0.534 -0.515
P -1.301 0.841 0.181 0.881
C -2.606 1.168 1.359 -0.395
C -3.723 0.357 1.616 -0.090
C -4.614 0.663 2.589 -0.042
C -4.399 1.853 3.334 -0.043
C -3.233 2.541 3.153 -0.064
C -2.337 2.305 2.100 -0.078
C -1.866 1.874 -1.237 -0.334
C -3.014 2.577 -1.231 -0.091
C -3.442 3.234 -2.381 -0.059
C -2.674 3.240 -3.549 -0.065
C -1.485 2.503 -3.579 -0.046
C -1.082 1.795 -2.422 -0.074
P -1.340 -2.303 -0.008 1.217
C 0.478 -2.714 0.093 -0.366
C 1.173 -1.963 -0.850 -0.144
C 2.504 -1.931 -0.865 -0.082
C 3.207 -2.824 -0.072 -0.058
C 2.577 -3.493 0.937 -0.049
C 1.158 -3.427 1.045 -0.066
C -2.068 -3.407 -1.185 -0.337
C -3.472 -3.472 -1.238 -0.089
C -4.043 -4.441 -1.938 -0.054
C -3.250 -5.431 -2.580 0.008
C -1.906 -5.438 -2.266 -0.061
C -1.281 -4.460 -1.591 -0.071
H -1.477 -0.580 -1.524 0.043
H -2.901 -0.626 -0.761 0.104
H -3.820 -0.527 1.032 0.073
H -5.412 0.033 2.790 0.091
H -4.947 2.172 4.196 0.108
H -3.100 3.449 3.749 0.121
H -1.382 2.777 2.024 0.092
H -3.662 2.513 -0.338 0.118
H -4.464 3.737 -2.413 0.135
H -3.034 3.593 -4.522 0.116
H -0.898 2.421 -4.460 0.098
H -0.197 1.288 -2.470 0.055
H 0.602 -1.366 -1.558 0.105
H 3.010 -1.352 -1.624 0.098
H 4.337 -2.909 -0.293 0.153
H 3.145 -4.212 1.569 0.129
H 0.523 -3.945 1.723 0.107
H -4.054 -2.672 -0.821 0.106
H -5.059 -4.704 -2.036 0.109
H -3.687 -6.238 -3.143 0.120
H -1.306 -6.231 -2.650 0.116
H -0.301 -4.537 -1.298 0.086
O 0.857 3.904 0.222 -0.010
C 1.532 3.444 -0.707 -0.536
C 2.079 4.268 -1.831 -0.091
C 2.823 3.281 -2.705 -0.084
C 2.544 1.888 -2.043 -0.485
O 2.933 0.785 -2.366 0.028
N 1.796 2.109 -0.876 0.002
H 2.784 5.032 -1.625 0.106
H 1.301 4.863 -2.407 0.149
H 3.926 3.368 -2.727 0.128
H 2.643 3.057 -3.738 0.107
```

DFT (ωB97M-V with the def2-TZVPD basis set) results for a structure of composition C35H29BrCsN9O6.

Computed properties:
Energy above the lowest of the compared OMol25 structures with the same formula, charge and spin: 65.68 kJ/mol
Calculated total energy: -133056.9058 eV
Charge: -2

```
81
Properties=species:S:1:pos:R:3:lowdin_charge:R:1
Cs 3.073 2.321 -1.493 1.302
N 1.001 6.774 -3.004 -0.036
C 2.333 6.376 -2.527 -0.234
C 2.327 5.737 -1.128 -0.648
O 1.238 5.136 -0.809 -0.177
N 3.440 5.855 -0.471 0.031
C 3.482 5.267 0.854 -0.206
C 4.110 3.856 1.015 -0.820
O 3.815 3.246 2.067 -0.097
O 4.832 3.416 0.079 -0.359
H 0.726 7.591 -2.464 0.042
H 0.384 6.045 -2.645 0.040
H 3.007 7.233 -2.530 0.088
H 2.751 5.647 -3.231 0.094
H 2.492 5.216 1.324 0.090
H 4.093 5.915 1.496 0.093
C -5.971 -4.344 9.275 -0.100
O -5.705 -2.978 9.043 -0.089
C -4.969 -2.666 7.934 -0.287
C -4.490 -3.597 7.025 -0.028
C -3.747 -3.164 5.930 -0.030
C -3.470 -1.821 5.727 -0.152
C -3.968 -0.897 6.652 -0.013
C -4.706 -1.310 7.738 0.000
C -2.676 -1.336 4.595 -0.288
N -2.512 -0.073 4.286 0.187
C -1.685 -0.070 3.184 -0.166
C -1.355 -1.353 2.829 -0.136
N -2.000 -2.161 3.739 0.170
C -0.487 -1.677 1.742 -0.090
C -0.121 -2.976 1.373 -0.030
C 0.730 -3.151 0.312 -0.057
C 1.196 -2.016 -0.364 -0.129
N 0.861 -0.786 -0.034 0.147
C 0.036 -0.593 1.005 -0.128
C -0.306 0.792 1.370 -0.147
N 0.255 1.773 0.649 0.131
C 0.021 3.028 0.986 -0.087
C -0.820 3.376 2.059 -0.030
C -1.418 2.386 2.793 -0.019
C -1.159 1.052 2.456 -0.094
H -6.548 -4.390 10.194 0.088
H -5.047 -4.916 9.400 0.093
H -6.555 -4.782 8.460 0.092
H -4.683 -4.653 7.147 0.097
H -3.396 -3.911 5.228 0.104
H -3.753 0.151 6.493 0.114
H -5.089 -0.598 8.458 0.117
H -1.936 -3.160 3.796 0.138
H -0.507 -3.832 1.918 0.100
H 1.037 -4.137 -0.013 0.098
H 1.845 -2.121 -1.227 0.085
H 0.517 3.804 0.399 0.069
H -0.966 4.423 2.290 0.105
H -2.067 2.604 3.632 0.106
Br 3.423 -2.040 -8.952 0.673
C 2.426 -0.926 -7.770 -0.675
C 1.118 -0.612 -8.094 -0.231
N 0.355 0.139 -7.303 0.063
C 0.890 0.565 -6.159 -0.096
C 2.194 0.295 -5.756 -0.107
C 2.992 -0.461 -6.599 -0.061
C 2.733 0.788 -4.406 -0.727
O 3.968 0.823 -4.286 -0.056
O 1.854 1.093 -3.565 -0.282
H 0.678 -0.975 -9.016 0.089
H 0.263 1.160 -5.505 0.117
H 4.014 -0.668 -6.312 0.118
N -0.035 -1.299 -3.307 0.147
C 0.751 -2.131 -4.068 -0.395
C 0.256 -2.703 -5.257 -0.040
C 1.071 -3.536 -5.983 -0.104
C 2.363 -3.799 -5.529 -0.110
C 2.753 -3.199 -4.347 -0.150
N 1.978 -2.397 -3.620 0.123
H -0.798 -0.888 -3.822 0.090
H 0.480 -0.581 -2.801 0.076
H -0.738 -2.447 -5.604 0.106
H 0.719 -3.961 -6.916 0.102
H 3.047 -4.425 -6.085 0.087
H 3.752 -3.362 -3.955 0.105
```

DFT (ωB97M-V with the def2-TZVPD basis set) results for a structure of composition C35H29BrIN6ORhS3.

Computed properties:
Energy above the lowest of the compared OMol25 structures with the same formula, charge and spin: 48.51 kJ/mol
Calculated total energy: -161410.4651 eV

```
77
Properties=species:S:1:pos:R:3:lowdin_charge:R:1
Rh 0.636 -0.073 0.273 0.633
C -1.759 1.898 -2.713 -0.013
C -1.416 1.011 -1.544 -0.236
N -0.204 0.535 -1.444 -0.134
N 0.633 0.755 -2.535 -0.052
C 1.888 0.656 -2.316 -1.092
S 2.649 0.397 -0.769 0.471
S 2.993 0.839 -3.685 0.884
C 2.115 -0.075 -4.995 -0.415
C 0.853 0.550 -5.532 -0.308
C 0.879 1.807 -6.127 -0.055
C -0.273 2.354 -6.672 -0.083
C -1.468 1.645 -6.633 -0.099
C -1.501 0.392 -6.037 -0.096
C -0.347 -0.147 -5.484 -0.061
C -2.469 0.694 -0.589 -0.110
C -3.775 1.178 -0.855 -0.054
C -4.870 0.786 -0.135 -0.100
C -4.706 -0.151 0.899 -0.081
C -3.458 -0.598 1.230 -0.016
C -2.298 -0.146 0.548 -0.345
O -1.159 -0.524 1.043 -0.230
H -0.926 1.964 -3.400 0.061
H -1.992 2.897 -2.340 0.100
H -2.623 1.516 -3.255 0.086
H 1.931 -1.080 -4.620 0.081
H 2.871 -0.132 -5.781 0.080
H 1.809 2.364 -6.155 0.110
H -0.236 3.331 -7.138 0.102
H -2.365 2.065 -7.068 0.099
H -2.426 -0.169 -6.004 0.103
H -0.381 -1.121 -5.010 0.114
H -3.924 1.880 -1.662 0.098
H -5.848 1.181 -0.372 0.098
H -5.570 -0.509 1.444 0.105
H -3.296 -1.292 2.044 0.116
S 1.006 -2.288 -0.209 0.687
C 1.725 -2.651 1.359 -0.715
N 1.986 -3.848 1.766 0.057
N 1.791 -4.833 0.904 -0.011
C 1.605 -6.157 1.338 -0.232
C 1.564 -6.474 2.690 -0.029
C 1.342 -7.787 3.075 -0.086
C 1.160 -8.784 2.126 -0.103
C 1.217 -8.459 0.779 -0.092
C 1.443 -7.151 0.382 -0.037
N 1.987 -1.673 2.303 0.090
N 1.538 -0.547 2.037 -0.117
C 1.731 0.437 3.073 -0.248
C 0.731 1.373 3.278 -0.081
C 0.901 2.355 4.243 -0.074
C 2.075 2.408 4.981 -0.069
C 3.049 1.432 4.803 -0.069
C 2.873 0.435 3.859 -0.018
H 1.640 -4.617 -0.073 0.081
H 1.695 -5.684 3.416 0.103
H 1.306 -8.030 4.129 0.103
H 0.973 -9.805 2.434 0.099
H 1.087 -9.229 0.029 0.103
H 1.486 -6.899 -0.672 0.111
H -0.195 1.292 2.721 0.090
H 0.117 3.082 4.415 0.104
H 2.226 3.204 5.699 0.106
H 3.953 1.454 5.397 0.106
H 3.617 -0.335 3.703 0.113
Br 2.261 6.249 1.849 0.725
C 0.538 5.571 2.216 -0.745
C -0.260 6.272 3.112 -0.135
C -1.534 5.815 3.412 -0.081
C -2.021 4.667 2.802 -0.080
C -1.226 3.971 1.906 -0.165
C 0.063 4.411 1.618 -0.727
I 1.222 3.233 0.343 1.070
H 0.123 7.174 3.569 0.099
H -2.143 6.359 4.122 0.107
H -3.017 4.306 3.027 0.109
H -1.603 3.074 1.428 0.089
```

DFT (ωB97M-V with the def2-TZVPD basis set) results for a structure of composition C35H29Cl5N3OP2Pd.

Computed properties:
Energy above the lowest of the compared OMol25 structures with the same formula, charge and spin: 157.87 kJ/mol
Calculated total energy: -127947.9164 eV
Charge: +1

```
76
Properties=species:S:1:pos:R:3:lowdin_charge:R:1
Pd -0.680 1.962 -0.286 0.778
Cl 0.419 1.714 -3.635 0.665
C -1.274 1.839 -3.244 -0.673
C -1.731 2.034 -1.950 -0.303
C -3.090 2.097 -1.724 -0.696
Cl -3.604 2.325 -0.084 0.739
C -4.020 1.933 -2.737 -0.713
Cl -5.694 1.965 -2.375 0.722
C -3.563 1.714 -4.032 -0.701
Cl -4.684 1.476 -5.309 0.714
C -2.193 1.674 -4.287 -0.704
Cl -1.632 1.398 -5.884 0.705
C 2.757 6.943 -0.905 0.000
N 1.796 5.887 -0.638 -0.084
C 0.657 6.047 0.253 -0.013
C -0.016 4.696 0.097 -0.489
O -1.018 4.303 0.671 0.014
N 0.675 3.932 -0.792 0.131
C 1.717 4.671 -1.195 -0.391
N 2.594 4.207 -2.085 0.219
H 2.258 7.823 -1.308 0.101
H 3.497 6.613 -1.629 0.081
H 3.280 7.219 0.009 0.099
H -0.003 6.857 -0.061 0.147
H 0.962 6.220 1.285 0.144
H 2.362 3.335 -2.532 0.069
H 3.308 4.782 -2.489 0.106
C 1.339 -1.786 -0.332 -0.502
P 0.109 -0.438 -0.616 1.037
C -1.329 -1.253 -1.388 -0.391
C -1.030 -1.934 -2.570 -0.124
C -2.035 -2.485 -3.349 -0.062
C -3.362 -2.351 -2.964 -0.063
C -3.673 -1.655 -1.804 -0.063
C -2.664 -1.102 -1.023 -0.100
C -0.181 0.201 1.074 -0.455
C -1.266 0.038 1.947 -0.103
C -1.405 0.843 3.064 -0.053
C -0.478 1.836 3.360 -0.065
C 0.621 1.993 2.546 -0.077
C 0.786 1.197 1.399 -0.204
P 0.656 -3.450 0.153 1.049
C -0.009 -3.115 1.830 -0.413
C 0.765 -2.615 2.878 -0.093
C 0.215 -2.435 4.137 -0.072
C -1.122 -2.757 4.365 -0.078
C -1.899 -3.262 3.334 -0.082
C -1.341 -3.441 2.069 -0.119
C 2.242 -4.275 0.594 -0.393
C 3.501 -3.861 0.164 -0.103
C 4.642 -4.584 0.503 -0.081
C 4.537 -5.727 1.275 -0.082
C 3.286 -6.156 1.703 -0.074
C 2.150 -5.441 1.360 -0.105
H 2.060 -1.409 0.398 0.052
H 1.878 -1.926 -1.271 0.039
H 0.002 -2.039 -2.894 0.103
H -1.781 -3.014 -4.261 0.113
H -4.150 -2.776 -3.572 0.112
H -4.707 -1.527 -1.508 0.113
H -2.941 -0.519 -0.157 0.072
H -1.971 -0.763 1.784 0.095
H -2.250 0.682 3.722 0.120
H -0.612 2.471 4.225 0.115
H 1.383 2.722 2.795 0.115
H 1.715 1.238 0.849 0.098
H 1.817 -2.396 2.720 0.113
H 0.827 -2.054 4.946 0.109
H -1.550 -2.625 5.352 0.108
H -2.934 -3.530 3.512 0.108
H -1.944 -3.841 1.260 0.100
H 3.613 -2.974 -0.448 0.085
H 5.613 -4.248 0.160 0.106
H 5.425 -6.286 1.542 0.107
H 3.196 -7.054 2.302 0.108
H 1.180 -5.788 1.700 0.107
```